Density functional theory data (the ωB97M-V functional and the def2-TZVPD basis) for a cluster of 2 separate species, C3H3BrO in total at a distorted geometry.

```
8
Properties=species:S:1:pos:R:3:mulliken_charge:R:1
H 0.087 1.537 1.671 0.28
H -0.779 0.830 -1.087 0.23
O 0.823 -1.669 -2.557 -0.41
Br -1.678 -0.219 1.719 0.05
C 0.046 0.368 1.522 -0.42
C 0.421 -0.756 -1.942 0.84
C 0.127 0.156 -1.069 -0.92
H 0.953 -0.247 1.743 0.34
```

## Properties
* net charge: 0
* HOMO energy (alpha / beta): -8.476 / -8.475 eV
* DFT total energy: -75244.1110 eV
* LUMO energy (alpha / beta): -2.018 / -2.020 eV

---

Density functional theory data (the ωB97M-V functional and the def2-TZVPD basis) for a cluster of 6 separate species, C31H64BN7O9 in total at a distorted geometry.

```
112
Properties=species:S:1:pos:R:3:mulliken_charge:R:1
H 5.089 -5.268 0.240 0.09
H 0.269 -2.334 0.193 -0.22
C -3.299 7.645 1.722 0.73
H -2.541 -1.486 -1.184 0.34
C -2.890 4.072 -3.433 -1.37
C -4.381 8.222 0.849 -1.17
H -2.008 0.077 4.565 0.21
H -0.483 -7.736 -2.414 0.20
H 1.956 0.912 -8.616 0.38
C -2.647 0.984 2.581 -0.61
O -3.246 7.865 2.927 -0.68
C 1.242 -4.068 -1.577 -0.93
H 3.717 -2.048 0.313 0.25
H -3.628 1.323 2.074 0.20
N 2.350 -2.130 3.375 -0.16
H -2.451 4.711 -4.202 0.37
H 5.936 -7.393 -2.048 0.31
N -1.217 -2.976 -4.228 -0.68
H 2.416 -6.314 -1.672 0.15
C 3.591 -1.634 1.315 -1.46
C 2.314 -5.897 -2.732 -0.02
H 4.013 2.795 -6.201 0.24
H 0.056 3.948 8.549 0.36
H -2.377 -2.414 0.399 0.44
H -4.556 0.448 5.535 0.32
H -1.193 3.337 9.682 0.38
C -0.763 2.331 -4.546 -0.97
H 4.099 -6.809 -3.905 0.32
O -1.778 -4.900 0.233 -0.59
H 1.277 -4.788 -0.688 0.40
H -1.283 6.824 -0.633 0.23
H -3.469 3.269 -3.893 0.35
H 4.237 -7.450 -1.294 0.22
H -2.431 -5.647 0.153 0.29
H -1.603 -1.056 2.705 0.12
C -4.256 0.181 4.463 -0.94
O 1.660 -4.614 -2.844 -0.36
C -2.357 5.586 8.189 -0.85
C -0.359 -2.197 -0.755 0.83
H 5.234 1.727 -8.053 0.28
H -5.026 0.567 3.700 0.25
H 0.206 2.672 -4.920 0.50
H 1.897 -3.162 -1.320 0.13
C -1.721 3.210 7.610 0.76
C -0.703 3.181 8.718 -1.35
H -0.470 -0.200 0.824 0.28
C 4.612 1.135 -7.378 -0.83
H 1.966 -0.123 -7.151 0.37
C 2.300 1.959 -6.780 0.78
H 5.244 0.700 -6.600 0.28
H -0.806 1.241 -4.610 0.20
C 2.859 -0.998 4.118 -0.86
H -1.789 1.669 2.252 0.33
H 0.274 -6.725 -0.995 0.19
C -2.786 0.850 4.187 -0.05
H -4.116 -0.956 4.307 0.20
H 5.371 -7.021 0.761 0.30
O 1.634 2.797 -6.184 -0.72
C 1.666 0.843 -7.564 -1.26
H -1.558 2.762 -5.154 0.32
H 3.370 -1.373 5.007 0.30
C 5.645 -6.245 -0.045 -0.76
H -0.213 2.206 8.734 0.27
H -3.319 -1.101 1.837 0.31
N 3.659 2.021 -6.746 -0.16
H 6.789 -6.085 -0.132 0.27
N 1.010 -0.271 -2.283 -0.66
H -1.668 6.505 1.778 0.21
H 3.550 -0.395 3.531 0.33
H 2.012 -0.382 4.427 0.25
O 4.782 -5.556 -2.256 -0.34
H -2.100 6.393 7.499 0.28
C 3.838 -5.847 -3.332 -0.56
C -2.252 6.481 -0.263 -0.76
O -1.466 -5.877 -2.029 -0.48
H -1.935 0.612 -0.006 0.19
N -0.871 2.707 -3.152 -0.01
C -0.662 -3.319 -3.199 -0.33
H -1.317 -7.604 -0.706 0.26
H 3.197 -0.620 1.223 0.43
O -1.752 3.714 -1.355 -0.74
H 0.581 0.925 -7.499 0.26
N -2.361 6.856 1.132 -0.10
H 1.699 -2.752 3.834 0.25
H -2.294 5.392 -0.328 0.36
C 5.127 -6.750 -1.512 -0.25
C -1.595 -0.327 0.554 -0.21
N -2.439 4.354 7.435 -0.14
O 2.109 -3.491 1.611 -0.64
H -2.647 1.845 4.744 0.10
C -2.344 -0.512 1.997 -0.58
H -3.046 6.912 -0.872 0.27
C 0.243 -1.017 -1.702 -0.05
O -1.916 2.248 6.878 -0.58
H 1.748 -6.636 -3.429 0.14
C -0.318 -3.539 -1.645 1.73
H -3.102 4.299 6.674 0.22
C -0.708 -7.037 -1.519 -0.54
H 3.855 -4.937 -4.048 0.26
H -3.941 8.862 0.081 0.33
B -1.227 -4.770 -1.091 0.75
H -3.339 5.787 8.623 0.29
H -0.177 2.355 -2.505 0.20
H -3.562 4.677 -2.823 0.29
H -5.053 8.828 1.459 0.29
C -1.807 3.494 -2.563 0.87
H -4.960 7.419 0.389 0.34
H 4.127 0.338 -7.938 0.32
H 4.566 -1.619 1.807 0.48
H -1.614 5.537 8.982 0.33
C -1.823 -1.705 -0.313 -1.00
C 2.632 -2.493 2.094 0.87
```

## Properties
* net charge: 0
* HOMO energy: -8.597 eV
* DFT total energy: -62717.1085 eV
* LUMO energy: 0.451 eV

---

Density functional theory data (the ωB97M-V functional and the def2-TZVPD basis) for a cluster of 8 separate species, C37H91F6N5O13P in total at a distorted geometry.

```
153
Properties=species:S:1:pos:R:3:mulliken_charge:R:1
O 1.979 5.944 5.026 -0.51
H -6.566 5.275 -1.288 0.40
H 8.324 -3.428 -1.205 0.42
H 6.922 -3.577 4.932 0.47
H -5.289 -0.843 -10.082 0.39
C -4.482 -3.028 3.361 -0.55
H -1.662 6.524 0.672 0.32
H 4.985 -4.725 7.380 0.31
N -2.217 -0.362 -9.445 -0.46
H 8.411 -6.306 8.304 0.32
H -2.965 7.566 0.268 0.28
C 9.058 -5.429 8.325 -0.79
C -5.500 -5.644 0.891 -0.57
H 7.241 -5.482 6.517 0.35
N 5.897 -2.911 6.667 -0.41
H -2.311 3.952 -1.905 0.25
C 7.135 -3.326 5.971 -1.00
H -6.674 -2.514 -8.749 0.34
C -5.238 6.986 -1.490 -0.70
C 10.318 -3.032 0.268 -0.82
H 5.557 0.777 -2.671 0.32
H -3.623 0.333 4.509 0.28
H -3.741 3.163 0.554 0.29
H 6.826 -0.423 -2.868 0.34
H -5.761 6.340 2.385 0.49
F 2.325 -1.271 1.483 -0.39
H -1.788 1.645 -8.701 0.37
H 1.496 -2.783 9.273 0.22
H -6.828 6.587 -0.070 0.40
H 5.068 -4.660 5.696 0.48
H -3.141 0.073 -0.706 0.26
P 1.289 -0.612 0.314 1.27
H 1.538 -1.708 -6.328 0.32
C -3.953 6.339 -1.983 -1.06
C -3.614 -0.594 5.083 -0.74
C -1.938 4.928 -1.595 -1.84
H 2.383 6.081 1.649 0.31
H -4.330 -3.669 4.229 0.37
H -1.198 4.535 -0.898 0.45
H -4.956 -0.269 -3.963 0.27
H -4.833 -0.967 2.992 0.28
H -3.668 -4.396 1.164 0.35
H -4.113 5.822 2.259 0.30
H -5.834 7.282 -2.352 0.37
F 0.809 0.564 1.395 -0.40
H 6.150 -1.855 -1.500 0.46
C -4.582 0.242 -3.076 -0.43
H -2.756 -1.239 4.895 0.32
O -4.877 -1.073 4.956 -0.42
H -4.743 1.963 -2.541 0.25
H 0.199 -1.306 -5.448 0.35
H -5.976 -6.370 1.549 0.32
H 2.700 -4.356 6.064 0.38
C -5.149 -1.705 3.729 -0.48
H -2.092 -1.274 -9.030 0.29
N -5.274 -3.638 2.227 -0.39
C 6.618 0.585 -2.509 -0.27
H 2.091 3.810 2.110 0.28
H -3.522 -0.258 6.116 0.27
C -6.025 4.079 0.933 -2.06
C 1.613 6.219 3.651 -0.11
H 10.110 -5.499 8.048 0.29
H 6.743 1.384 -0.561 0.41
C -2.283 6.837 -0.168 -1.66
C 6.939 1.637 -4.600 -0.74
H -6.371 -5.106 0.516 0.35
C 1.566 -3.359 8.349 -0.69
H -3.419 -2.896 3.160 0.34
C 4.891 -4.016 6.557 -0.56
H 7.350 0.742 -5.066 0.31
H -1.383 5.412 -2.398 0.39
H -4.055 0.867 -9.695 0.21
H -4.977 -7.552 -1.667 0.22
H -3.667 0.696 -3.455 0.31
C -5.216 5.371 0.492 1.35
H -6.237 -1.752 3.688 0.34
H -6.632 -2.395 -7.016 0.27
H 0.670 5.749 3.372 0.14
H 7.495 2.461 -5.048 0.26
C -3.020 5.728 -0.879 1.27
H 3.217 -2.678 6.050 0.32
C -6.095 5.997 -0.620 -1.08
H -4.036 -1.952 -9.660 0.37
H 8.239 0.659 -0.951 0.35
H -7.037 4.267 1.292 0.39
H -4.134 -5.363 2.631 0.33
C -3.626 0.057 -9.104 -0.21
H 10.899 -2.807 1.162 0.29
H 8.668 -4.960 5.848 0.46
H 0.979 -2.871 7.571 0.31
C -0.923 0.326 -7.406 -0.53
H 1.147 5.881 5.502 0.32
C 6.789 -1.890 -0.617 -0.70
H 3.614 6.033 2.913 0.29
O 2.962 -3.318 7.920 -0.32
C 7.882 -4.600 6.512 -0.37
C -4.911 6.311 1.702 -1.69
H -4.333 -1.686 -1.840 0.39
O -5.385 1.369 -2.935 -0.50
H 10.844 -2.353 -0.403 0.34
H -6.208 3.343 0.150 0.36
F 1.715 -1.674 -0.796 -0.36
H -5.482 -8.041 0.056 0.33
H 1.247 -0.124 -6.071 0.32
H -5.653 -0.944 -1.412 0.26
H -3.316 7.076 -2.472 0.45
H -6.586 -7.150 -1.047 0.29
H -0.385 0.648 -9.417 0.33
H -5.442 3.543 1.682 0.59
N 6.650 -0.507 -0.166 -0.37
N -3.925 4.869 -0.126 0.83
H 1.344 -4.396 8.599 0.26
O -4.099 0.011 -0.683 -0.47
C -5.548 -7.328 -0.766 -0.73
C 7.165 0.519 -1.073 -0.93
H -5.273 -2.956 1.482 0.28
C -5.996 -2.422 -7.900 -0.90
H -3.729 0.370 -8.065 0.25
F 2.386 0.392 -0.221 -0.36
H -1.776 0.062 -6.781 0.28
O 7.053 1.750 -3.240 -0.34
O -0.047 -0.802 -7.553 -0.36
H -4.403 5.646 -2.694 0.29
C -1.342 0.669 -8.896 -0.70
H 9.179 -5.327 9.403 0.29
O -5.099 -1.361 -7.962 -0.20
C 2.623 5.676 2.632 -0.52
H -0.430 1.127 -6.856 0.56
H 6.300 -2.992 7.590 0.29
H -5.008 7.830 -0.840 0.33
F 0.209 -0.056 -0.745 -0.37
C -4.676 -0.652 -1.798 -0.36
C 8.277 -2.417 -0.799 -0.56
H 6.241 -2.595 0.008 0.43
O 2.724 4.269 2.666 -0.47
O -3.215 3.953 0.699 -0.44
H 1.441 7.249 3.336 0.26
C -4.482 -4.794 1.770 -0.47
C 3.299 -3.617 6.597 -0.65
F -0.010 -1.494 0.882 -0.39
C 0.697 -1.015 -6.373 -0.89
H -1.563 7.437 -0.725 0.44
H 7.859 -2.522 6.105 0.38
H 8.698 -1.735 -1.537 0.29
H 10.377 -4.105 0.084 0.29
H 5.658 -0.385 -0.313 0.25
O 8.451 -4.202 7.744 -0.35
O 8.989 -2.393 0.424 -0.30
C -4.599 -1.101 -9.278 -0.76
H -5.590 -3.414 -8.103 0.36
H 5.894 1.659 -4.911 0.29
O -4.923 -6.206 -0.253 -0.32
H -4.644 7.316 1.375 0.29
```

## Properties
* net charge: -1
* HOMO energy: -6.526 eV
* DFT total energy: -99500.1594 eV
* LUMO energy: 2.073 eV

---

Density functional theory data (the ωB97M-V functional and the def2-TZVPD basis) for a structure of composition C31H50BrN3OP2Zn at a distorted geometry.

```
89
Properties=species:S:1:pos:R:3:mulliken_charge:R:1
C 2.285 3.858 -3.677 -0.54
P 1.675 -0.390 -0.561 -0.09
H -2.148 0.553 -2.660 0.34
C 0.986 3.462 -1.678 0.42
H -0.523 -4.221 -3.961 0.44
H -2.132 -3.490 -3.973 0.28
N 0.609 -1.484 4.095 0.25
H 0.387 2.823 -3.696 0.47
H 3.399 0.458 -3.869 0.45
H 3.927 5.115 -1.100 0.39
C 1.999 4.128 -0.941 -0.42
Br -6.683 1.951 1.464 -0.12
H 3.360 -2.640 -2.055 0.28
C -2.761 -2.689 -0.687 -0.72
H -4.434 0.149 1.939 0.54
C 2.272 -2.098 -0.215 -0.34
C 3.401 0.355 -2.774 -1.56
H -4.968 4.094 0.186 0.48
C -0.870 2.078 -0.388 -0.56
Zn -0.665 -0.260 0.154 3.23
H -0.052 1.920 5.563 0.47
C -0.099 1.934 2.998 -0.78
C 3.486 -2.638 -0.966 -1.50
H 2.351 0.854 1.357 0.13
C -0.101 2.877 -0.994 -0.10
H 0.300 -2.715 -2.244 0.21
H -0.913 -0.318 6.019 0.31
P -1.672 -1.517 -1.578 0.35
H 0.021 2.848 3.600 0.44
H 4.161 -0.395 -2.517 0.29
C 0.866 -1.375 5.534 -0.64
C -4.041 0.999 1.375 -1.54
H -4.714 -2.121 -1.493 0.31
H -1.124 1.911 2.618 0.29
N 3.250 4.446 -2.957 -0.50
H -2.932 -2.241 0.306 0.47
C 0.531 1.059 5.228 -0.60
C 0.221 -0.442 3.330 0.15
H 0.427 -2.711 2.427 0.14
H 4.406 -2.092 -0.728 0.31
H 0.478 -2.285 6.004 0.36
H 4.809 0.359 -0.442 0.29
C -4.334 3.230 0.374 -0.60
C -1.268 -3.711 -3.338 -1.38
H 3.712 1.323 -2.361 0.22
C -2.195 2.100 0.224 1.74
H 3.638 -3.680 -0.654 0.45
H -3.999 -3.541 -2.279 0.27
C 0.172 -0.149 6.051 -0.78
C -2.697 1.038 1.018 -0.11
H 1.683 -0.953 -2.894 0.41
H -2.538 4.075 -0.559 0.48
H -2.070 0.238 1.492 0.68
C 1.993 -0.051 -2.342 0.20
C -0.636 -2.451 -2.762 -0.20
H -4.652 -3.672 -0.638 0.46
H -2.379 -1.117 -4.562 0.32
C 3.117 4.606 -1.637 -0.41
H 1.413 -2.762 -0.397 0.57
C -4.828 2.077 1.005 -0.16
C 1.125 3.342 -3.082 -0.26
C 2.792 0.740 0.355 0.83
H 1.602 1.301 5.331 0.25
H 0.112 -3.524 4.002 0.39
H 4.735 1.168 1.125 0.46
H -3.590 -0.111 -1.890 0.43
C -3.002 3.236 -0.028 -1.00
H 1.943 4.230 0.142 0.46
H -2.177 -3.606 -0.522 0.47
H -3.808 -0.085 -4.358 0.44
H -1.592 -4.406 -2.559 0.30
C 0.737 -2.792 3.479 -0.95
C -4.103 -3.015 -1.324 -1.38
H 0.437 0.002 7.102 0.39
H 2.441 3.778 -4.757 0.40
C -3.212 -0.878 -3.892 -1.38
C -2.734 -0.370 -2.533 -0.51
H 1.293 0.755 -2.618 0.06
H 2.465 -2.121 0.869 0.37
N 0.185 0.800 3.854 0.26
O -0.070 -0.635 2.095 -2.15
H 1.952 -1.348 5.728 0.31
H 4.433 -0.572 1.023 0.32
H 0.591 1.977 2.149 0.11
H -3.848 -1.768 -3.804 0.26
H 1.773 -3.144 3.531 0.33
H -0.355 -1.765 -3.577 0.48
C 4.269 0.383 0.512 -1.54
H 2.698 1.721 -0.138 -0.39
```

## Properties
* net charge: +2
* HOMO energy: -13.758 eV
* DFT total energy: -176500.8934 eV
* LUMO energy: -6.354 eV